# 1
# C18H28N2O3S

C18H28N2O3S in the gas phase at a distorted geometry (ωB97M-V with the def2-TZVPD basis set, the OMol25 dataset).

Frontier orbital gap (eV): 9.46
Multiplicity: 1
ΔE to the lowest compared entry with this formula, charge and spin (kcal/mol): 14.5
Total charge: 0

```
52
C18H28N2O3S, DFT ωB97M-V with the def2-TZVPD basis set
C -4.1416 1.0723 -3.5702
N -2.8128 1.2483 -4.0958
C -2.0334 0.0452 -4.2497
S -2.0052 2.5690 -3.4722
O -0.7110 2.6158 -4.0816
O -2.8744 3.7007 -3.6102
C -1.8238 2.2157 -1.7184
C -2.6453 2.8526 -0.8095
C -2.5176 2.5453 0.5360
C -1.6038 1.5922 0.9462
C -0.7953 0.9352 0.0174
N 0.0986 -0.0322 0.4741
C 0.6824 -1.0366 -0.2513
O 0.4749 -1.2273 -1.4264
C 1.6002 -1.9092 0.5849
C 2.6702 -1.1075 1.3489
C 2.4555 -1.0857 2.8649
C 2.7222 -2.4327 3.5493
C 4.2192 -2.7290 3.6526
C 4.4640 -4.0717 4.3350
C 3.8437 -4.0853 5.7280
C 2.3504 -3.7890 5.6416
C 2.1088 -2.4496 4.9520
C -0.8976 1.2705 -1.3311
H -4.5862 2.0600 -3.4770
H -4.7306 0.4762 -4.2677
H -4.1393 0.5758 -2.5905
H -1.9611 -0.5308 -3.3196
H -1.0389 0.3424 -4.5712
H -2.4882 -0.5791 -5.0198
H -3.3490 3.5865 -1.1663
H -3.1346 3.0449 1.2671
H -1.5114 1.3512 1.9961
H 0.2556 -0.0393 1.4722
H 0.9794 -2.4738 1.2845
H 2.0617 -2.6238 -0.0962
H 2.6885 -0.0804 0.9770
H 3.6518 -1.5323 1.1408
H 3.1160 -0.3342 3.3038
H 1.4286 -0.7794 3.0876
H 2.2541 -3.2305 2.9623
H 4.6712 -2.7408 2.6593
H 4.7024 -1.9372 4.2303
H 5.5372 -4.2604 4.4029
H 4.0221 -4.8699 3.7337
H 4.0044 -5.0568 6.1995
H 4.3282 -3.3276 6.3480
H 1.9138 -3.7730 6.6423
H 1.8568 -4.5819 5.0744
H 1.0339 -2.2597 4.8901
H 2.5544 -1.6491 5.5477
H -0.2575 0.8136 -2.0652
```

Atom charges from the Löwdin analysis, given in e for atoms 1 to 6:
1 C -0.11
2 N -0.34
3 C -0.10
4 S 0.66
5 O -0.28
6 O -0.29

---

# 2
# C18H28N2O4

C18H28N2O4 in the gas phase (ωB97M-V with the def2-TZVPD basis set, the OMol25 dataset).

Frontier orbital gap (eV): 8.87
Multiplicity: 1
ΔE to the lowest compared entry with this formula, charge and spin (kcal/mol): 32.3
Total charge: 0

```
52
C18H28N2O4, DFT ωB97M-V with the def2-TZVPD basis set
C 2.8497 -1.8676 1.2052
C 1.3746 -1.9614 1.0415
C 0.4872 -1.4626 0.1646
C 0.6520 -0.5801 -1.0180
O -0.2999 -0.1639 -1.6533
N 1.9299 -0.2775 -1.3376
C 2.2640 0.6761 -2.3661
C 2.9848 1.9177 -1.8212
N 2.0715 2.7942 -1.1141
C 2.3730 4.2073 -1.2602
C 1.2334 5.0175 -0.6400
O 1.0645 4.7069 0.7225
C 0.8028 3.3336 0.8812
C 1.9281 2.4800 0.2961
C -0.9009 -1.9095 0.5612
C -1.5750 -2.7474 -0.5333
C -2.9600 -3.2027 -0.0881
C -3.8461 -2.0067 0.2578
C -5.2386 -2.4650 0.6801
C -3.1768 -1.2000 1.3697
C -1.7951 -0.7198 0.9414
O -0.6880 -2.7232 1.7181
C 0.6076 -2.7711 2.0335
O 1.0565 -3.3764 2.9697
H 3.1164 -2.4091 2.1127
H 3.3746 -2.3289 0.3679
H 3.1770 -0.8329 1.3116
H 2.6846 -0.6438 -0.7829
H 1.3234 0.9797 -2.8290
H 2.9008 0.1916 -3.1141
H 3.3876 2.4607 -2.6788
H 3.8356 1.6076 -1.1899
H 2.4493 4.4490 -2.3219
H 3.3213 4.4772 -0.7613
H 1.4480 6.0863 -0.6877
H 0.3051 4.8017 -1.1893
H 0.7041 3.1604 1.9543
H -0.1379 3.0682 0.3764
H 1.6680 1.4286 0.4130
H 2.8650 2.6830 0.8494
H -1.6462 -2.1266 -1.4268
H -0.9457 -3.6129 -0.7540
H -2.8606 -3.8430 0.7903
H -3.4168 -3.7887 -0.8879
H -3.9363 -1.3703 -0.6298
H -5.8675 -1.6099 0.9165
H -5.7139 -3.0305 -0.1181
H -5.1775 -3.1001 1.5612
H -3.7906 -0.3346 1.6265
H -3.0790 -1.8253 2.2591
H -1.8695 -0.0706 0.0688
H -1.3183 -0.1652 1.7535
```

Atom charges from the Löwdin analysis, given in e for atoms 1 to 6:
1 C -0.02
2 C -0.09
3 C 0.00
4 C -0.43
5 O 0.07
6 N 0.08

---

# 3
# C18H28N2O6

A molecular structure, C18H28N2O6 at a distorted geometry (ωB97M-V with the def2-TZVPD basis set, the OMol25 dataset).

Frontier orbital gap (eV): 8.32
Multiplicity: 1
ΔE to the lowest compared entry with this formula, charge and spin (kcal/mol): 482.5
Total charge: 0

```
54
C18H28N2O6, DFT ωB97M-V with the def2-TZVPD basis set
C 2.4394 -0.7223 4.3571
C 2.7166 -1.1515 2.8719
O 1.5262 -1.0662 1.9678
C 0.6227 -2.1403 2.2758
C 1.1713 -3.4685 1.6478
H 1.8997 -3.9359 2.1191
C 1.0423 -3.4152 0.3041
N -0.0981 -3.3983 -0.6495
C -0.2616 -3.8892 -1.8830
O 0.6042 -4.3006 -2.4220
C -1.8453 -3.8308 -2.5799
H -1.5254 -3.6660 -3.6201
H -1.9875 -4.6553 -2.2883
C -2.7740 -2.6923 -1.9225
N -2.0518 -1.3590 -1.9484
C -1.8901 -0.7424 -0.6557
O -1.8509 -1.1378 0.4860
C -1.3223 0.6672 -0.8562
C -1.6592 1.5659 -2.1634
C -1.2501 2.7519 -2.1032
C -0.1476 3.2245 -1.2152
C -0.0347 2.3046 -0.0628
C -0.5181 1.1352 -0.0470
H -0.3030 0.4476 0.8952
O 1.1490 2.8774 0.5109
C 1.3504 2.2369 1.8765
H 2.2043 2.8036 2.6094
H 1.7205 1.1880 1.4923
H 0.4182 1.9412 2.6587
O 0.2585 4.5756 -1.2878
C 0.4221 5.3537 -0.3439
H 1.4934 5.1412 0.2675
H 0.4230 6.4089 -0.6517
H -0.3081 5.2793 0.5560
O -1.5454 3.4227 -3.1822
C -1.4885 4.8043 -3.6066
H -1.7305 5.0624 -4.4921
H -0.5071 5.0308 -3.4394
H -1.7834 5.3957 -2.6696
H -2.4922 1.0468 -2.7886
H -2.0801 -0.8238 -2.6558
H -3.8427 -2.8576 -2.3446
H -2.9318 -3.0041 -0.7564
H -0.8566 -2.8448 0.0267
H 1.6672 -2.5507 -0.1815
H 1.7055 -4.0247 -0.3352
H 0.1871 -4.1501 1.9113
H -0.2854 -1.6250 1.9423
H 0.4381 -2.3722 3.2084
H 3.0166 -2.4787 2.9448
H 3.4925 -0.6873 2.3237
H 3.4719 -0.7951 4.7930
H 1.8176 -1.2196 4.7107
H 2.1135 0.3399 4.3955
```

Atom charges from the Löwdin analysis, given in e for atoms 1 to 6:
1 C -0.03
2 C -0.16
3 O -0.21
4 C -0.19
5 C -0.17
6 H 0.06